# C6H37NO13

A 13-piece molecular cluster, C6H37NO13 overall in a non-equilibrium geometry (ωB97M-V with the def2-TZVPD basis set, the Open Molecules 2025 dataset).

```
! wB97M-V def2-TZVPD RIJCOSX def2/J DEFGRID3
* xyz 0 1
C 0.26 -0.02 -2.95
O 0.19 -1.46 -3.06
C 1.07 0.07 -1.63
C 0.09 -0.21 -0.42
C 0.55 -1.47 0.30
C -0.23 -2.29 0.94
C 0.19 -3.51 1.65
N 1.80 1.39 -1.24
H 0.81 0.32 -3.92
H -0.76 0.42 -2.88
H -0.31 -1.66 -3.82
H 1.87 -0.77 -1.66
H -1.02 -0.31 -0.68
H 0.15 0.58 0.22
H 1.63 -1.57 0.43
H -1.32 -1.91 0.98
H 0.59 -3.28 2.56
H -0.58 -4.29 1.93
H 0.99 -3.96 1.07
H 1.02 2.20 -1.06
H 2.51 1.64 -1.71
H 2.37 -3.20 -1.76
H 2.87 -2.21 -0.54
O 3.03 -2.91 -1.19
H 0.96 -0.43 2.38
H 1.02 0.46 3.69
O 0.64 -0.35 3.24
H -2.82 0.48 1.69
H -3.06 1.84 0.81
O -2.71 0.96 0.81
H -3.46 -1.03 -3.10
H -2.71 -1.79 -2.10
O -2.68 -1.10 -2.81
H -2.18 2.87 -1.41
H -1.83 2.06 -0.14
O -1.76 2.97 -0.56
H -4.02 -2.34 0.19
H -2.71 -3.00 -0.37
O -3.65 -2.89 -0.54
H 2.34 3.41 0.53
H 3.04 2.50 1.33
O 3.12 3.40 0.96
H 2.30 1.58 2.59
H 1.70 2.97 3.20
O 2.00 2.00 3.38
H 3.69 0.02 2.29
H 4.57 0.35 0.97
O 3.96 0.61 1.61
H -3.65 1.53 -2.56
H -2.74 0.66 -3.36
O -2.94 1.49 -3.26
H -1.06 -0.89 3.14
H -2.14 -1.67 3.81
O -2.00 -0.89 3.19
H 0.11 4.36 0.30
H 0.23 4.20 -1.20
O 0.68 4.08 -0.27
*
```

The gap between HOMO and LUMO comes out at 9.07 eV. For the molar mass, the calculation gives 331.36 g mol⁻¹. For the HOMO energy, the calculation gives -8.96 eV. For the maximum force, the calculation gives 12.1 eV Å⁻¹. The calculation puts the energy above the lowest of the compared OMol25 structures with the same formula, charge and spin at 751.0 kJ/mol.


# C5H35N2O11

A 12-piece molecular cluster, C5H35N2O11 overall in a non-equilibrium geometry (ωB97M-V with the def2-TZVPD basis set, the Open Molecules 2025 dataset).

```
! wB97M-V def2-TZVPD RIJCOSX def2/J DEFGRID3
* xyz 1 1
C -3.23 1.64 -3.30
C -4.15 1.68 -2.13
C -3.86 0.60 -0.97
C -2.68 1.00 -0.15
C -1.70 0.12 0.03
N -0.47 0.49 0.73
N -2.75 2.33 0.22
H -2.16 1.45 -2.92
H -3.18 2.63 -3.84
H -3.29 0.99 -4.00
H -4.47 2.61 -1.74
H -4.98 1.10 -2.57
H -3.78 -0.31 -1.54
H -4.73 0.38 -0.43
H -1.82 -0.81 -0.52
H 0.21 -0.35 0.52
H -0.04 1.29 0.45
H -0.75 0.25 1.83
H -1.93 2.44 0.89
H -3.59 3.01 0.23
H 3.85 0.35 -0.06
H 2.68 1.23 0.50
O 3.57 0.94 0.64
H 2.01 0.08 -1.94
H 2.58 -0.98 -0.94
O 1.88 -0.26 -1.03
H 4.63 -2.18 -0.43
H 5.05 -1.00 0.40
O 4.69 -1.28 -0.48
H 0.04 -2.98 4.39
H 0.54 -2.42 3.13
O -0.17 -3.18 3.46
H 3.09 3.47 -0.92
H 4.21 3.78 0.04
O 3.30 3.97 -0.11
H -2.68 -0.64 1.91
H -1.59 -1.48 2.68
O -1.88 -0.60 2.43
H 2.41 -2.76 -1.44
H 2.36 -4.30 -1.09
O 2.39 -3.38 -0.66
H 1.38 2.91 0.58
H 0.93 2.87 2.15
O 0.88 2.40 1.38
H 2.30 -0.59 -4.70
H 1.23 -1.28 -3.71
O 1.72 -0.52 -3.94
H -2.42 -3.33 0.73
H -3.48 -3.23 1.75
O -3.09 -2.79 1.12
H 2.14 -0.81 2.23
H 1.80 -2.34 1.73
O 1.44 -1.44 2.08
*
```

The gap between HOMO and LUMO comes out at 8.55 eV. For the molar mass, the calculation gives 299.34 g mol⁻¹. For the HOMO energy, the calculation gives -11.23 eV. For the maximum force, the calculation gives 9.1 eV Å⁻¹. The calculation puts the energy above the lowest of the compared OMol25 structures with the same formula, charge and spin at 612.2 kJ/mol.


# C18H25N3O2

One molecule with the formula C18H25N3O2 (ωB97M-V with the def2-TZVPD basis set, the Open Molecules 2025 dataset).

```
! wB97M-V def2-TZVPD RIJCOSX def2/J DEFGRID3
* xyz 0 1
C 3.87 -1.84 -2.46
C 2.57 -2.31 -1.83
C 1.75 -1.17 -1.22
C 2.43 -0.43 -0.07
C 2.82 -1.29 1.13
C 1.66 -2.07 1.76
C 0.55 -1.16 2.27
C -0.54 -1.95 2.99
C -1.67 -1.06 3.54
C -2.46 -0.48 2.39
O -3.39 -1.02 1.85
N -2.04 0.78 2.04
N -2.38 1.37 0.83
C -3.67 1.45 0.39
N -4.02 1.97 -0.71
C -3.06 2.50 -1.53
C -3.43 3.07 -2.75
C -2.47 3.59 -3.58
C -1.12 3.57 -3.22
C -0.73 3.02 -2.03
C -1.69 2.48 -1.17
C -1.31 1.89 0.10
O -0.18 1.82 0.57
H 4.37 -2.67 -2.96
H 4.55 -1.44 -1.71
H 3.68 -1.06 -3.20
H 2.79 -3.06 -1.07
H 1.96 -2.80 -2.60
H 1.52 -0.45 -2.01
H 0.79 -1.58 -0.88
H 1.76 0.37 0.26
H 3.33 0.06 -0.45
H 3.59 -2.01 0.82
H 3.26 -0.64 1.88
H 2.06 -2.65 2.60
H 1.25 -2.78 1.04
H 0.97 -0.42 2.95
H 0.12 -0.64 1.42
H -0.10 -2.50 3.83
H -0.98 -2.69 2.31
H -1.25 -0.27 4.16
H -2.35 -1.67 4.14
H -1.09 1.07 2.29
H -4.42 1.01 1.04
H -4.47 3.07 -3.02
H -2.75 4.03 -4.53
H -0.38 3.99 -3.89
H 0.30 2.99 -1.72
*
```

The gap between HOMO and LUMO comes out at 9.14 eV. Its structure (SMILES) is CCCCCCCCCC(=O)Nn1cnc2ccccc2c1=O. For the molar mass, the calculation gives 315.42 g mol⁻¹. For the HOMO energy, the calculation gives -8.82 eV. For the maximum force, the calculation gives 0.7 eV Å⁻¹. The calculation puts the energy above the lowest of the compared OMol25 structures with the same formula, charge and spin at 130.2 kJ/mol.


# C6H9N

One molecule with the formula C6H9N in a non-equilibrium geometry (ωB97M-V with the def2-TZVPD basis set, the Open Molecules 2025 dataset).

```
! wB97M-V def2-TZVPD RIJCOSX def2/J DEFGRID3
* xyz 0 1
C 0.01 -2.15 0.83
C -0.37 -0.89 0.71
C -1.25 0.07 0.95
C -0.80 1.48 0.64
N 0.64 1.36 0.64
C 1.09 0.44 -0.19
C 0.74 0.29 -1.66
H 0.10 -2.62 1.79
H 0.31 -2.73 -0.03
H -2.28 -0.12 1.23
H -1.22 1.83 -0.31
H -1.09 2.17 1.45
H 2.11 0.13 0.03
H 1.32 1.00 -2.25
H -0.32 0.46 -1.83
H 1.00 -0.71 -2.00
*
```

The gap between HOMO and LUMO (alpha / beta) comes out at 8.64 / 8.64 eV. Its structure (SMILES) is C=C=CC/N=C\C. For the molar mass, the calculation gives 95.14 g mol⁻¹. For the HOMO energy (alpha / beta), the calculation gives -8.42 / -8.42 eV. For the maximum force, the calculation gives 3.3 eV Å⁻¹. The calculation puts the energy above the lowest of the compared OMol25 structures with the same formula, charge and spin at 389.4 kJ/mol.


# C5H4O2

One molecule with the formula C5H4O2 in a non-equilibrium geometry (ωB97M-V with the def2-TZVPD basis set, the Open Molecules 2025 dataset).

```
! wB97M-V def2-TZVPD RIJCOSX def2/J DEFGRID3
* xyz 0 1
O -2.22 -3.41 1.16
C -1.77 -2.41 0.72
C -1.48 -1.26 0.18
C -0.15 -0.70 -0.32
C -0.07 0.42 0.76
C -1.46 0.06 1.25
O -2.33 0.47 1.95
H 0.74 -1.35 -0.25
H -0.20 -0.40 -1.39
H -0.10 1.23 0.10
H 0.68 0.24 1.55
*
```

The gap between HOMO and LUMO comes out at 9.61 eV. Its structure (SMILES) is O=C=C1CCC1=O. For the molar mass, the calculation gives 96.08 g mol⁻¹. For the HOMO energy, the calculation gives -9.28 eV. For the maximum force, the calculation gives 2.9 eV Å⁻¹. The calculation puts the energy above the lowest of the compared OMol25 structures with the same formula, charge and spin at 212.5 kJ/mol.


# CH2S2

CH2S2 as an isolated structure in a non-equilibrium geometry (ωB97M-V with the def2-TZVPD basis set, the Open Molecules 2025 dataset).

```
! wB97M-V def2-TZVPD RIJCOSX def2/J DEFGRID3
* xyz 0 1
C 0.51 0.04 -0.28
H -1.84 0.21 0.60
H 0.36 1.22 -0.10
S -0.91 -0.78 -0.15
S 1.88 -0.69 -0.07
*
```

The gap between HOMO and LUMO comes out at 8.36 eV. For the molar mass, the calculation gives 78.16 g mol⁻¹. For the HOMO energy, the calculation gives -8.89 eV. For the maximum force, the calculation gives 5.3 eV Å⁻¹. The calculation puts the energy above the lowest of the compared OMol25 structures with the same formula, charge and spin at 102.2 kJ/mol.


# C6H14N2O2

A 2-piece molecular cluster, C6H14N2O2 overall in a non-equilibrium geometry (ωB97M-V with the def2-TZVPD basis set, the Open Molecules 2025 dataset).

```
! wB97M-V def2-TZVPD RIJCOSX def2/J DEFGRID3
* xyz 0 1
C 1.75 -1.32 -2.53
N 2.11 0.04 -2.17
C 1.05 0.81 -1.67
C 1.21 2.27 -1.84
O 0.15 0.25 -1.07
H 1.40 -1.91 -1.70
H 0.96 -1.36 -3.29
H 2.61 -1.90 -2.86
H 2.95 0.48 -2.48
H 1.72 2.53 -0.89
H 1.89 2.56 -2.63
H 0.27 2.80 -1.93
C -1.38 1.50 1.99
N -1.42 0.24 1.30
C -1.30 -0.91 2.01
C -1.32 -2.14 1.16
O -1.13 -0.93 3.21
H -1.47 1.34 3.06
H -0.44 2.08 1.84
H -2.05 2.29 1.64
H -1.50 0.31 0.31
H -2.33 -2.44 0.87
H -0.81 -1.95 0.20
H -0.83 -3.02 1.56
*
```

The gap between HOMO and LUMO comes out at 9.53 eV. Its structure (SMILES) is CNC(C)=O.CNC(C)=O. For the molar mass, the calculation gives 146.19 g mol⁻¹. For the HOMO energy, the calculation gives -8.91 eV. For the maximum force, the calculation gives 1.9 eV Å⁻¹. The calculation puts the energy above the lowest of the compared OMol25 structures with the same formula, charge and spin at 93.9 kJ/mol.


# C25H40F4O17SV2

C25H40F4O17SV2 as an isolated structure in a non-equilibrium geometry (ωB97M-V with the def2-TZVPD basis set, the Open Molecules 2025 dataset).

```
! wB97M-V def2-TZVPD RIJCOSX def2/J DEFGRID3
* xyz 1 4
O 8.88 14.31 -14.39
V 8.97 15.30 -13.07
O 7.46 17.12 -8.02
V 8.15 16.76 -9.38
F 8.78 16.81 -11.51
C 4.54 15.75 -12.23
F 5.01 16.77 -12.93
F 3.65 16.11 -11.35
F 4.00 14.92 -13.19
S 5.95 14.90 -11.31
O 6.41 15.66 -10.20
O 5.53 13.58 -10.99
O 7.05 14.86 -12.27
O 6.36 12.30 -17.65
C 6.25 13.13 -16.74
O 6.27 12.82 -15.41
C 6.20 11.45 -14.99
C 5.97 11.35 -13.46
C 6.30 14.65 -16.86
H 7.08 10.93 -15.38
H 5.46 10.80 -15.45
H 6.77 11.87 -12.94
H 5.97 10.28 -13.25
H 5.01 11.80 -13.20
H 7.07 14.87 -17.61
H 6.70 15.01 -15.92
H 5.36 15.14 -17.10
O -1.04 14.79 -12.91
C -1.25 13.61 -12.60
O -0.35 12.68 -12.55
C 1.01 12.81 -12.87
C 1.95 12.53 -11.62
C -2.67 13.11 -12.22
H 1.19 13.83 -13.19
H 1.31 12.14 -13.68
H 1.83 11.52 -11.24
H 1.55 13.11 -10.79
H 2.99 12.78 -11.84
H -3.22 13.89 -11.69
H -2.73 12.19 -11.64
H -3.25 13.01 -13.14
O 7.92 16.82 -14.37
C 7.73 17.97 -14.83
O 7.84 18.16 -16.16
C 7.61 19.45 -16.42
C 7.29 20.24 -15.17
C 6.86 19.09 -14.24
H 6.73 19.63 -17.04
H 8.44 19.88 -16.98
H 6.48 20.97 -15.15
H 8.21 20.70 -14.82
H 5.80 18.85 -14.27
H 7.17 19.22 -13.20
O 6.85 18.47 -10.38
C 6.07 19.40 -10.34
O 6.39 20.55 -9.71
C 5.46 21.62 -10.01
C 4.50 21.01 -11.08
C 4.70 19.45 -10.96
H 6.01 22.44 -10.48
H 4.77 21.95 -9.23
H 4.69 21.38 -12.09
H 3.49 21.34 -10.83
H 4.58 18.87 -11.87
H 3.95 19.03 -10.30
O 4.57 17.80 -7.68
C 4.04 16.69 -7.73
O 4.75 15.59 -7.36
C 4.08 14.54 -7.92
C 2.83 14.87 -8.64
C 2.71 16.36 -8.30
H 3.73 13.88 -7.12
H 4.70 14.06 -8.68
H 1.90 14.44 -8.27
H 3.01 14.59 -9.68
H 2.02 16.55 -7.48
H 2.29 16.93 -9.13
O 2.29 19.74 -13.88
C 1.57 18.77 -14.05
O 0.30 18.74 -14.35
C -0.32 17.44 -14.48
C 0.96 16.61 -14.73
C 1.96 17.31 -13.85
H -1.17 17.38 -15.15
H -0.72 17.30 -13.48
H 1.21 16.60 -15.80
H 0.88 15.56 -14.45
H 3.02 17.25 -14.11
H 1.84 17.13 -12.78
*
```

The gap between HOMO and LUMO (alpha / beta) comes out at 4.22 / 5.88 eV. For the molar mass, the calculation gives 822.52 g mol⁻¹. For the HOMO energy (alpha / beta), the calculation gives -10.81 / -11.73 eV. For the maximum force, the calculation gives 6.0 eV Å⁻¹.


# C3H18NO4

A 5-piece molecular cluster, C3H18NO4 overall in a non-equilibrium geometry (ωB97M-V with the def2-TZVPD basis set, the Open Molecules 2025 dataset).

```
! wB97M-V def2-TZVPD RIJCOSX def2/J DEFGRID3
* xyz 1 1
C 0.20 -0.05 2.18
C 0.65 0.62 0.90
C 2.12 0.37 0.60
N -0.26 0.12 -0.21
H 0.81 0.33 3.00
H -0.83 0.17 2.41
H 0.42 -1.12 2.10
H 0.51 1.70 0.89
H 2.47 0.52 -0.42
H 2.42 -0.62 0.97
H 2.68 1.01 1.30
H -1.20 -0.01 0.18
H -0.34 0.80 -0.97
H 0.03 -0.81 -0.56
H 1.20 3.24 -2.55
H -0.20 3.44 -2.79
O 0.41 2.72 -2.62
H -1.85 -2.85 -1.70
H -1.46 -3.30 -0.39
O -1.18 -2.65 -1.05
H 1.03 -1.81 -2.98
H 0.90 -2.73 -1.80
O 1.18 -1.84 -2.03
H -3.62 0.41 2.34
H -3.10 1.66 1.57
O -3.00 0.69 1.65
*
```

The gap between HOMO and LUMO comes out at 12.06 eV. For the molar mass, the calculation gives 132.18 g mol⁻¹. For the HOMO energy, the calculation gives -14.73 eV. For the maximum force, the calculation gives 1.4 eV Å⁻¹. The calculation puts the energy above the lowest of the compared OMol25 structures with the same formula, charge and spin at 57.9 kJ/mol.


# C5H14N3

An isolated ion of composition C5H14N3 and charge +1 in a non-equilibrium geometry (ωB97M-V with the def2-TZVPD basis set, the Open Molecules 2025 dataset).

```
! wB97M-V def2-TZVPD RIJCOSX def2/J DEFGRID3
* xyz 1 1
C 1.51 -0.04 1.51
C 1.50 -0.81 0.43
C 1.85 -2.16 0.17
N 0.97 -0.08 -0.80
C -0.55 -0.17 -0.84
N -0.97 0.76 0.20
C -2.36 0.89 0.55
N -0.58 2.03 -0.35
H 1.75 -0.38 2.49
H 1.17 1.01 1.37
H 0.96 -2.58 -0.37
H 2.72 -2.15 -0.42
H 2.03 -2.84 1.07
H 1.26 -0.34 -1.75
H 1.12 0.94 -0.66
H -0.84 0.11 -1.83
H -0.76 -1.32 -0.69
H -3.01 1.24 -0.45
H -2.79 -0.11 0.86
H -2.45 1.59 1.42
H -0.14 2.59 0.35
H -1.41 2.43 -0.86
*
```

The gap between HOMO and LUMO comes out at 10.76 eV. Its structure (SMILES) is C=C(C)[NH2+]CN(C)N. For the molar mass, the calculation gives 116.19 g mol⁻¹. For the HOMO energy, the calculation gives -13.61 eV. For the maximum force, the calculation gives 3.4 eV Å⁻¹. The calculation puts the energy above the lowest of the compared OMol25 structures with the same formula, charge and spin at 381.5 kJ/mol.


# C25H27N3O5S

One molecule with the formula C25H27N3O5S in a non-equilibrium geometry (ωB97M-V with the def2-TZVPD basis set, the Open Molecules 2025 dataset).

```
! wB97M-V def2-TZVPD RIJCOSX def2/J DEFGRID3
* xyz 0 1
C 5.69 1.60 0.35
C 4.64 0.96 -0.53
N 3.37 1.62 -0.33
C 2.21 1.25 -0.95
C 2.17 0.25 -1.93
C 0.98 -0.10 -2.54
C -0.20 0.57 -2.21
C -1.47 0.15 -2.84
O -1.57 -0.78 -3.60
O -2.50 0.90 -2.44
C -3.79 0.56 -2.95
C -4.46 -0.50 -2.08
C -0.16 1.60 -1.28
C 1.01 1.93 -0.64
N 1.04 2.96 0.33
C 0.08 3.26 1.24
O 0.12 4.30 1.87
C -0.97 2.23 1.46
C -2.31 2.63 1.53
C -3.31 1.70 1.71
C -2.99 0.35 1.84
C -1.66 -0.03 1.80
S -1.24 -1.76 2.03
O -2.46 -2.51 2.11
O -0.31 -1.88 3.11
N -0.51 -2.14 0.56
C -1.46 -2.52 -0.47
C 0.86 -2.30 0.33
C 1.80 -1.80 1.23
C 3.15 -1.97 1.00
C 3.60 -2.63 -0.14
C 2.67 -3.10 -1.04
C 1.32 -2.95 -0.82
C -0.65 0.89 1.61
H 6.66 1.13 0.18
H 5.44 1.48 1.41
H 5.78 2.66 0.13
H 4.56 -0.11 -0.30
H 4.92 1.06 -1.58
H 3.26 2.07 0.57
H 3.07 -0.28 -2.20
H 0.95 -0.89 -3.27
H -4.36 1.49 -2.93
H -3.69 0.19 -3.97
H -4.47 -0.18 -1.04
H -5.47 -0.67 -2.42
H -3.91 -1.44 -2.14
H -1.07 2.15 -1.07
H 1.77 3.66 0.22
H -2.54 3.68 1.44
H -4.34 2.01 1.76
H -3.74 -0.40 1.99
H -1.48 -3.61 -0.61
H -2.44 -2.21 -0.13
H -1.21 -2.03 -1.41
H 1.48 -1.32 2.14
H 3.86 -1.60 1.72
H 4.66 -2.77 -0.31
H 3.00 -3.62 -1.94
H 0.62 -3.35 -1.54
H 0.37 0.55 1.60
*
```

The gap between HOMO and LUMO comes out at 8.51 eV. Its structure (SMILES) is CCNc1ccc(C(=O)OCC)cc1NC(=O)c1cccc(S(=O)(=O)N(C)c2ccccc2)c1. For the molar mass, the calculation gives 481.57 g mol⁻¹. For the HOMO energy, the calculation gives -8.21 eV. For the maximum force, the calculation gives 1.2 eV Å⁻¹. The calculation puts the energy above the lowest of the compared OMol25 structures with the same formula, charge and spin at 131.5 kJ/mol.


Question: Which formula does entry 5 have?
Answer: C5H4O2


Please write out number 6 again, unchanged.
# CH2S2

CH2S2 as an isolated structure in a non-equilibrium geometry (ωB97M-V with the def2-TZVPD basis set, the Open Molecules 2025 dataset).

```
! wB97M-V def2-TZVPD RIJCOSX def2/J DEFGRID3
* xyz 0 1
C 0.51 0.04 -0.28
H -1.84 0.21 0.60
H 0.36 1.22 -0.10
S -0.91 -0.78 -0.15
S 1.88 -0.69 -0.07
*
```

The gap between HOMO and LUMO comes out at 8.36 eV. For the molar mass, the calculation gives 78.16 g mol⁻¹. For the HOMO energy, the calculation gives -8.89 eV. For the maximum force, the calculation gives 5.3 eV Å⁻¹. The calculation puts the energy above the lowest of the compared OMol25 structures with the same formula, charge and spin at 102.2 kJ/mol.


Question: Which formula does entry 8 have?
Answer: C25H40F4O17SV2